129
Properties=species:S:1:pos:R:3:forces:R:3:mulliken_charge:R:1 method="wB97M-V/def2-TZVPD" orbital_gap_ev=6.4 lumo_ev=-1.02 total_charge=0 e_homo_ev=-7.5
C -1.472 -8.987 -0.173 -0.2 0.2 -0.1 -0.957
C -1.159 -7.802 -1.242 -0.6 -0.4 0.3 -0.467
C -0.857 -6.379 -0.559 -0.3 0.0 -0.5 -0.632
C 0.057 -5.448 -1.531 -0.4 0.8 0.4 -0.722
C 1.393 -4.912 -0.843 3.4 0.3 1.6 0.435
C 1.599 -3.349 -0.792 3.3 -0.8 1.7 -1.322
C 2.847 -2.667 -0.163 -1.1 -1.7 -0.4 0.308
P 2.816 -0.748 -0.188 -0.8 0.0 -0.2 -0.053
C 2.049 -0.321 1.535 1.0 -1.3 0.3 -0.793
C 4.567 -0.036 -0.119 0.7 0.6 1.3 -0.799
C 4.037 -3.493 0.452 -1.7 -0.6 -0.8 0.306
N 5.256 -3.007 1.045 -3.4 -4.2 -1.4 -0.463
S 6.039 -4.469 1.529 -3.5 0.2 -1.9 0.069
N 4.929 -5.657 1.010 -1.8 2.2 -1.1 -0.347
C 3.769 -5.076 0.378 2.6 1.3 1.5 0.439
C 2.502 -5.819 -0.221 -1.3 3.1 -0.8 0.204
C 2.329 -7.406 -0.198 -0.1 0.5 -0.7 0.194
C 3.699 -8.241 -0.195 -0.5 -0.8 0.6 -0.924
C 4.177 -8.689 1.299 0.9 1.6 -1.0 -0.462
Cl 3.177 -10.120 1.880 0.8 0.9 -0.4 -0.227
H -0.572 -9.706 -0.092 -1.5 1.2 0.0 0.276
H -1.733 -8.547 0.865 0.6 -0.7 -1.6 0.158
H -2.406 -9.583 -0.494 1.6 0.8 0.4 0.308
H -2.103 -7.697 -1.895 1.5 0.0 0.9 0.377
H -0.312 -8.107 -1.956 -1.2 0.4 1.2 0.306
H -0.391 -6.459 0.485 -0.5 -0.1 -1.6 0.383
H -1.879 -5.855 -0.405 1.7 -0.8 -0.2 0.359
H -0.603 -4.525 -1.772 1.4 -1.3 0.3 0.284
H 0.250 -5.940 -2.562 -0.1 0.6 1.9 0.413
H 0.773 -2.686 -1.252 1.6 -1.1 0.9 0.126
H 1.758 0.780 1.625 0.5 -1.6 -0.2 0.211
H 2.840 -0.654 2.309 -1.3 0.9 -0.9 0.264
H 1.170 -1.050 1.655 1.1 1.3 -0.2 0.301
H 5.207 -0.249 -1.041 -1.0 0.0 1.4 0.332
H 4.475 1.120 -0.056 -0.2 -1.9 -0.2 0.165
H 5.080 -0.343 0.870 -0.5 0.3 -1.8 0.285
H 1.778 -7.684 -1.180 0.8 0.6 1.6 -0.029
H 1.612 -7.701 0.661 1.3 0.3 -1.3 0.261
H 3.498 -9.222 -0.764 0.4 1.5 0.8 0.394
H 4.526 -7.687 -0.762 -1.2 -0.7 1.1 0.437
H 4.085 -7.829 2.058 -0.1 -1.5 -1.3 0.280
H 5.304 -8.927 1.242 -2.0 -0.1 0.3 0.337
C -0.790 5.635 0.928 0.1 0.5 -0.1 -0.785
N 0.330 4.874 1.462 -0.8 0.1 1.1 0.107
C -0.037 4.397 2.800 0.3 -0.6 -0.1 -1.157
P 2.023 5.166 1.232 -5.3 -3.2 -6.4 0.890
O 2.367 3.675 1.399 2.5 1.8 3.4 -0.775
N 2.358 5.118 -0.466 1.0 0.2 -0.9 0.185
C 1.319 5.149 -1.480 -0.2 0.6 0.1 -0.956
C 3.410 4.189 -0.889 0.1 0.0 0.3 -1.094
N 1.679 6.903 1.075 2.9 0.4 2.1 0.105
C 2.666 7.707 0.320 0.2 0.2 -0.7 -1.203
C 1.629 7.531 2.419 -0.7 0.1 0.3 -1.120
H -0.910 6.612 1.410 -0.1 0.1 0.0 0.261
H -1.728 5.090 1.074 0.2 -0.2 0.2 0.387
H -0.734 5.791 -0.144 0.3 0.1 0.1 0.151
H -0.170 5.224 3.505 -0.2 0.1 0.1 0.328
H 0.723 3.728 3.212 0.0 0.1 -0.2 0.307
H -0.967 3.820 2.767 0.0 0.1 -0.1 0.371
H 0.635 4.298 -1.386 -0.1 0.0 0.0 0.265
H 1.745 5.128 -2.488 0.2 -0.1 0.2 0.444
H 0.760 6.087 -1.446 -0.1 -0.1 0.1 0.133
H 3.049 3.156 -0.957 0.1 0.0 0.0 0.311
H 4.257 4.218 -0.199 -0.2 -0.1 0.0 0.333
H 3.808 4.475 -1.870 -0.2 0.2 0.0 0.348
H 3.685 7.531 0.681 0.0 0.2 -0.1 0.353
H 2.449 8.777 0.409 -0.1 -0.2 0.4 0.501
H 2.637 7.508 -0.751 0.0 -0.3 0.2 0.314
H 2.590 7.439 2.934 0.0 0.2 0.0 0.398
H 0.867 7.073 3.049 0.0 -0.2 -0.1 0.266
H 1.367 8.590 2.347 0.1 -0.1 -0.1 0.391
C -0.290 11.097 -3.920 0.1 0.5 -0.1 -0.812
N 0.820 10.322 -3.385 -0.8 0.1 1.1 0.105
C 0.442 9.841 -2.051 0.3 -0.6 -0.1 -0.944
P 2.516 10.596 -3.606 -5.2 -3.0 -6.4 0.927
O 2.854 9.103 -3.437 2.4 2.0 3.3 -0.764
N 2.866 10.562 -5.303 1.0 0.1 -0.9 0.185
C 1.839 10.618 -6.329 -0.2 0.7 0.2 -1.186
C 3.904 9.623 -5.737 0.2 0.0 0.4 -1.065
N 2.198 12.338 -3.754 2.9 0.3 2.1 -0.064
C 3.201 13.133 -4.497 0.2 0.2 -0.6 -0.971
C 2.147 12.959 -2.407 -0.6 0.1 0.3 -1.117
H -0.401 12.073 -3.434 -0.1 0.1 0.0 0.270
H -1.235 10.562 -3.781 0.2 -0.2 0.2 0.371
H -0.228 11.258 -4.991 0.3 0.1 0.1 0.199
H 0.316 10.667 -1.343 -0.2 0.1 0.1 0.314
H 1.193 9.163 -1.641 0.0 0.1 -0.2 -0.005
H -0.494 9.275 -2.090 0.0 0.1 -0.1 0.397
H 1.143 9.776 -6.253 -0.1 0.0 0.0 0.300
H 2.276 10.604 -7.332 0.2 -0.1 0.2 0.432
H 1.291 11.563 -6.290 -0.1 -0.1 0.1 0.327
H 3.525 8.598 -5.825 0.1 0.0 0.0 0.319
H 4.746 9.624 -5.040 -0.2 -0.1 0.0 0.320
H 4.315 9.919 -6.709 -0.2 0.2 0.0 0.326
H 4.215 12.941 -4.130 0.0 0.2 -0.1 0.349
H 2.997 14.205 -4.402 -0.1 -0.2 0.4 0.378
H 3.177 12.940 -5.569 0.0 -0.3 0.2 0.280
H 3.102 12.851 -1.886 0.0 0.2 0.0 0.396
H 1.374 12.508 -1.785 0.0 -0.2 -0.1 0.257
H 1.900 14.022 -2.475 0.1 -0.1 -0.1 0.418
C -6.719 -11.311 2.958 -0.4 0.1 0.3 -0.804
N -5.503 -10.519 3.084 0.4 -1.1 0.6 0.109
C -4.442 -11.390 3.603 0.5 0.3 -0.4 -1.130
P -5.360 -8.851 3.527 -3.1 -2.7 -7.8 0.866
O -4.057 -8.674 2.726 1.2 1.2 4.2 -0.732
N -6.272 -7.902 2.397 -0.4 1.3 -0.3 0.203
C -7.229 -8.475 1.467 -0.4 -0.2 0.5 -1.188
C -5.549 -6.826 1.715 0.3 0.0 0.3 -1.082
N -6.830 -9.004 4.514 1.9 2.0 2.4 -0.095
C -7.588 -7.758 4.770 -0.5 0.4 -0.2 -0.962
C -6.483 -9.518 5.862 -0.1 -0.7 0.2 -1.128
H -7.176 -11.545 3.927 -0.1 -0.1 0.1 0.261
H -6.506 -12.265 2.466 0.3 0.1 0.1 0.378
H -7.473 -10.847 2.331 0.1 0.2 0.2 0.179
H -4.657 -11.729 4.622 -0.1 -0.2 0.1 0.314
H -3.476 -10.880 3.620 -0.2 0.1 0.0 0.304
H -4.313 -12.271 2.968 -0.1 0.1 0.0 0.368
H -6.755 -9.191 0.788 -0.1 -0.1 -0.1 0.305
H -7.707 -7.700 0.860 0.3 0.1 0.1 0.426
H -8.059 -8.950 1.995 0.1 -0.2 0.0 0.341
H -4.951 -7.197 0.875 0.1 0.1 0.0 0.337
H -4.886 -6.302 2.409 0.0 -0.2 -0.2 0.310
H -6.245 -6.071 1.331 -0.2 -0.2 0.1 0.328
H -6.935 -6.963 5.145 -0.2 0.0 0.0 0.348
H -8.381 -7.929 5.506 0.3 -0.3 0.1 0.377
H -8.105 -7.394 3.883 0.4 -0.1 -0.1 0.276
H -5.814 -8.830 6.387 -0.2 0.0 0.2 0.389
H -5.988 -10.488 5.808 0.1 0.0 -0.2 0.265
H -7.381 -9.669 6.467 0.0 0.1 -0.2 0.421